DFT (ωB97M-V/def2-TZVPD) results for a cluster of 12 separate species, C39H78N6O18 in total in a non-equilibrium geometry.

Properties
E_LUMO: 0.13 eV
highest occupied orbital energy: -9.65 eV
SMILES: COC(=O)OC.COC(=O)OC.COC(=O)OC.COCCOCCOC.COCCOCCOC.COCCOCCOC.CC#N.CC#N.CC#N.CC#N.CC#N.CC#N
spin multiplicity: 1

Each atom is followed by the atoms it is bonded to, with distances in Å.
Atoms and positions in Å:
1 C -26.880 -24.215 1.978  O2 1.390, H10 1.090, H11 1.090, H12 1.090
2 O -25.782 -24.182 2.830  C1 1.390, C3 1.419
3 C -24.871 -23.151 2.486  O2 1.419, C4 1.569, H13 1.090, H14 1.090
4 C -23.681 -22.968 3.492  C3 1.569, O5 1.407, H15 1.090, H16 1.090
5 O -24.175 -22.673 4.776  C4 1.407, C6 1.411
6 C -23.293 -21.972 5.625  O5 1.411, C7 1.555, H17 1.090, H18 1.090
7 C -24.007 -21.628 6.964  C6 1.555, O8 1.413, H19 1.090, H20 1.090
8 O -23.137 -20.987 7.874  C7 1.413, C9 1.378
9 C -22.850 -19.665 7.613  O8 1.378, H21 1.090, H22 1.090, H23 1.090
10 H -26.551 -24.379 0.952  C1 1.090
11 H -27.537 -23.346 2.014  C1 1.090
12 H -27.530 -25.024 2.310  C1 1.090
13 H -25.450 -22.227 2.466  C3 1.090
14 H -24.501 -23.350 1.480  C3 1.090
15 H -22.914 -22.285 3.127  C4 1.090
16 H -23.129 -23.902 3.603  C4 1.090
17 H -22.983 -21.047 5.139  C6 1.090
18 H -22.398 -22.540 5.876  C6 1.090
19 H -24.489 -22.420 7.536  C7 1.090
20 H -24.813 -20.923 6.762  C7 1.090
21 H -23.698 -19.017 7.836  C9 1.090
22 H -22.444 -19.555 6.607  C9 1.090
23 H -22.112 -19.198 8.266  C9 1.090
24 C -15.665 -7.302 12.312  O25 1.431, H33 1.090, H34 1.090, H35 1.090
25 O -16.773 -8.063 11.821  C24 1.431, C26 1.457
26 C -17.202 -9.063 12.789  O25 1.457, C27 1.539, H36 1.090, H37 1.090
27 C -17.888 -10.222 12.044  C26 1.539, O28 1.425, H38 1.090, H39 1.090
28 O -18.517 -11.070 13.001  C27 1.425, C29 1.406
29 C -18.806 -12.389 12.611  O28 1.406, C30 1.521, H40 1.090, H41 1.090
30 C -19.782 -12.704 11.487  C29 1.521, O31 1.433, H42 1.090, H43 1.090
31 O -20.719 -11.629 11.343  C30 1.433, C32 1.462
32 C -21.850 -11.796 12.253  O31 1.462, H44 1.090, H45 1.090, H46 1.090
33 H -15.836 -6.942 13.327  C24 1.090
34 H -15.467 -6.386 11.756  C24 1.090
35 H -14.723 -7.852 12.305  C24 1.090
36 H -17.837 -8.445 13.424  C26 1.090
37 H -16.359 -9.478 13.342  C26 1.090
38 H -17.076 -10.716 11.509  C27 1.090
39 H -18.691 -9.875 11.394  C27 1.090
40 H -19.217 -12.850 13.509  C29 1.090
41 H -17.832 -12.844 12.434  C29 1.090
42 H -20.305 -13.637 11.697  C30 1.090
43 H -19.319 -12.848 10.511  C30 1.090
44 H -21.459 -12.078 13.231  C32 1.090
45 H -22.506 -12.547 11.814  C32 1.090
46 H -22.456 -10.902 12.400  C32 1.090
47 C -18.567 -2.119 4.747  O48 1.433, H56 1.090, H57 1.090, H58 1.090
48 O -18.676 -3.388 4.089  C47 1.433, C49 1.410
49 C -18.712 -4.463 5.001  O48 1.410, C50 1.502, H59 1.090, H60 1.090
50 C -17.343 -4.718 5.561  C49 1.502, O51 1.461, H61 1.090, H62 1.090
51 O -16.964 -3.900 6.711  C50 1.461, C52 1.401
52 C -15.601 -3.943 7.031  O51 1.401, C53 1.579, H63 1.090, H64 1.090
53 C -14.961 -5.384 7.121  C52 1.579, O54 1.447, H65 1.090, H66 1.090
54 O -14.285 -5.835 5.924  C53 1.447, C55 1.371
55 C -13.705 -7.076 5.991  O54 1.371, H67 1.090, H68 1.090, H69 1.090
56 H -17.614 -1.956 5.250  C47 1.090
57 H -19.333 -1.950 5.503  C47 1.090
58 H -18.634 -1.281 4.053  C47 1.090
59 H -18.975 -5.353 4.430  C49 1.090
60 H -19.523 -4.392 5.726  C49 1.090
61 H -16.628 -4.526 4.761  C50 1.090
62 H -17.177 -5.763 5.827  C50 1.090
63 H -15.446 -3.420 7.975  C52 1.090
64 H -15.015 -3.365 6.317  C52 1.090
65 H -15.703 -6.081 7.511  C53 1.090
66 H -14.116 -5.395 7.809  C53 1.090
67 H -13.044 -7.049 5.125  C55 1.090
68 H -14.397 -7.828 5.612  C55 1.090
69 H -13.216 -7.435 6.897  C55 1.090
70 C -7.018 -9.555 6.755  O71 1.443, H76 1.090, H77 1.090, H78 1.090
71 O -8.083 -8.631 7.061  C70 1.443, C72 1.354
72 C -8.054 -7.913 8.209  O71 1.354, O73 1.221, O74 1.406
73 O -7.354 -8.141 9.183  C72 1.221
74 O -8.937 -6.822 8.133  C72 1.406, C75 1.444
75 C -8.991 -5.776 9.126  O74 1.444, H79 1.090, H80 1.090, H81 1.090
76 H -6.924 -10.336 7.510  C70 1.090
77 H -6.036 -9.093 6.648  C70 1.090
78 H -7.265 -10.043 5.813  C70 1.090
79 H -8.001 -5.390 9.369  C75 1.090
80 H -9.497 -6.101 10.035  C75 1.090
81 H -9.620 -4.966 8.754  C75 1.090
82 C -21.892 -5.375 18.817  O83 1.398, H88 1.090, H89 1.090, H90 1.090
83 O -22.116 -5.684 17.472  C82 1.398, C84 1.328
84 C -22.229 -6.906 16.967  O83 1.328, O85 1.215, O86 1.303
85 O -22.139 -7.928 17.618  C84 1.215
86 O -22.329 -6.745 15.677  C84 1.303, C87 1.425
87 C -22.360 -7.834 14.758  O86 1.425, H91 1.090, H92 1.090, H93 1.090
88 H -21.443 -4.381 18.809  C82 1.090
89 H -21.176 -6.053 19.282  C82 1.090
90 H -22.859 -5.448 19.313  C82 1.090
91 H -21.859 -8.714 15.159  C87 1.090
92 H -21.967 -7.554 13.781  C87 1.090
93 H -23.398 -8.152 14.661  C87 1.090
94 C -27.099 -8.842 17.117  O95 1.462, H100 1.090, H101 1.090, H102 1.090
95 O -26.927 -10.021 16.270  C94 1.462, C96 1.348
96 C -27.418 -10.062 15.015  O95 1.348, O97 1.228, O98 1.419
97 O -28.073 -9.198 14.438  C96 1.228
98 O -27.188 -11.348 14.462  C96 1.419, C99 1.450
99 C -27.675 -11.653 13.131  O98 1.450, H103 1.090, H104 1.090, H105 1.090
100 H -27.602 -8.006 16.632  C94 1.090
101 H -26.187 -8.547 17.635  C94 1.090
102 H -27.762 -9.151 17.925  C94 1.090
103 H -28.761 -11.566 13.165  C99 1.090
104 H -27.493 -12.697 12.876  C99 1.090
105 H -27.310 -10.980 12.355  C99 1.090
106 C -17.692 -9.359 18.241  C107 1.471, H109 1.090, H110 1.090, H111 1.090
107 C -16.315 -9.079 18.674  C106 1.471, N108 1.133
108 N -15.283 -8.794 19.046  C107 1.133
109 H -17.857 -10.435 18.191  C106 1.090
110 H -17.813 -8.907 17.257  C106 1.090
111 H -18.333 -8.870 18.975  C106 1.090
112 C -13.146 -14.590 10.198  C113 1.505, H115 1.090, H116 1.090, H117 1.090
113 C -13.860 -15.453 11.202  C112 1.505, N114 1.194
114 N -14.403 -16.139 12.014  C113 1.194
115 H -12.793 -15.170 9.345  C112 1.090
116 H -12.265 -14.078 10.585  C112 1.090
117 H -13.845 -13.825 9.859  C112 1.090
118 C -23.880 -12.459 18.015  C119 1.423, H121 1.090, H122 1.090, H123 1.090
119 C -22.944 -13.320 18.654  C118 1.423, N120 1.166
120 N -22.152 -14.008 19.164  C119 1.166
121 H -24.736 -12.243 18.654  C118 1.090
122 H -24.280 -12.985 17.148  C118 1.090
123 H -23.540 -11.476 17.691  C118 1.090
124 C -22.141 -6.798 9.107  C125 1.466, H127 1.090, H128 1.090, H129 1.090
125 C -23.350 -7.467 9.598  C124 1.466, N126 1.174
126 N -24.309 -8.057 9.930  C125 1.174
127 H -21.282 -7.017 9.741  C124 1.090
128 H -22.404 -5.740 9.105  C124 1.090
129 H -21.946 -6.993 8.052  C124 1.090
130 C -15.521 -13.942 16.322  C131 1.424, H133 1.090, H134 1.090, H135 1.090
131 C -14.552 -13.179 15.610  C130 1.424, N132 1.147
132 N -13.737 -12.545 15.110  C131 1.147
133 H -15.419 -15.027 16.285  C130 1.090
134 H -16.512 -13.729 15.923  C130 1.090
135 H -15.652 -13.572 17.339  C130 1.090
136 C -16.022 -15.183 5.043  C137 1.474, H139 1.090, H140 1.090, H141 1.090
137 C -16.409 -15.203 6.465  C136 1.474, N138 1.156
138 N -16.680 -15.192 7.589  C137 1.156
139 H -15.223 -15.914 4.914  C136 1.090
140 H -15.664 -14.190 4.772  C136 1.090
141 H -16.866 -15.396 4.386  C136 1.090